{"formula": "C40H51N8O12P2S2Se2Yb", "method": "ωB97M-V/def2-TZVPD", "homo_energy_ha": -0.261, "lumo_ev": -0.3172, "homo_lumo_gap_ha": 0.249, "multiplicity": 2, "elements": ["H", "O", "H", "H", "C", "N", "N", "C", "H", "H", "H", "C", "C", "C", "Yb", "C", "C", "H", "N", "C", "O", "H", "H", "Se", "P", "C", "H", "C", "O", "N", "H", "Se", "C", "C", "C", "H", "H", "H", "H", "H", "O", "H", "C", "C", "C", "H", "C", "H", "H", "H", "C", "H", "C", "H", "H", "H", "H", "P", "H", "H", "C", "H", "H", "C", "C", "H", "C", "C", "H", "C", "O", "H", "H", "N", "C", "H", "H", "C", "O", "H", "C", "O", "S", "N", "H", "H", "C", "H", "O", "C", "H", "H", "C", "C", "C", "C", "N", "N", "H", "C", "H", "O", "H", "O", "S", "H", "O", "C", "C", "H", "H", "C", "H", "C", "H", "H", "C", "O"], "coordinates": [[3.980, 3.357, 1.915], [2.348, 1.707, -1.635], [-5.702, -1.107, 2.058], [-2.610, -4.247, -2.273], [3.027, 3.118, 2.389], [1.349, 2.181, 0.975], [-1.504, 0.228, -2.154], [-0.687, 1.944, -5.000], [-3.602, -0.387, 0.890], [-1.319, -4.530, -1.093], [-0.598, 7.255, 0.190], [3.362, 1.853, -0.839], [-1.347, 2.754, 4.670], [-0.452, 4.112, -1.005], [0.679, 0.632, -0.670], [2.893, 1.637, 2.705], [1.394, 1.199, -5.555], [0.265, -1.501, 2.893], [3.204, -0.330, -3.474], [1.830, 1.194, 1.716], [-2.121, -2.209, 0.375], [1.989, -2.514, 1.833], [1.486, -4.076, 0.009], [0.312, 3.018, -2.402], [-1.225, 0.251, 2.065], [3.893, 0.531, -0.341], [-0.433, -0.578, 5.017], [-0.528, 1.497, 4.401], [1.580, 4.462, 0.974], [0.936, -0.567, -3.015], [0.345, -6.232, 0.481], [-1.607, 3.170, -3.856], [-3.904, 0.056, 1.843], [4.849, -1.932, 0.228], [-0.692, -1.469, 2.380], [-0.904, -0.201, -7.576], [-3.953, 2.137, -1.334], [-2.308, 2.191, -0.703], [-1.264, 3.026, 5.720], [-3.630, -2.553, -0.906], [-0.265, -3.771, 1.042], [2.450, 1.257, -5.339], [-1.977, -3.778, -1.521], [5.651, -0.832, 0.517], [-0.748, 6.188, 0.113], [-2.860, -1.775, -4.465], [1.084, -4.277, 1.009], [2.561, 1.442, 3.728], [0.390, 5.949, -1.711], [-4.290, -1.846, 2.826], [3.577, -1.730, -0.281], [1.551, -0.146, -7.221], [-1.457, -0.765, -3.106], [-4.086, -4.878, -0.136], [-2.372, 1.188, -6.104], [0.554, -5.984, 2.217], [5.244, -2.923, 0.405], [-0.574, -2.239, 0.730], [-5.453, 1.220, 0.914], [-2.688, -4.774, 0.957], [1.930, 3.375, 1.363], [-3.940, 2.101, 1.189], [1.593, -3.757, 3.048], [5.149, 0.430, 0.229], [0.142, -2.311, -4.306], [-0.966, 3.565, 4.053], [-2.648, -1.068, -3.691], [0.981, -5.779, 1.238], [5.744, 1.310, 0.421], [7.111, -0.992, 1.132], [-2.729, 0.315, 2.621], [-5.021, 1.758, 2.543], [-1.066, 0.537, 6.238], [-3.056, 1.703, -1.215], [2.046, -0.995, -3.543], [-1.839, 5.994, 1.960], [-2.125, 3.539, 1.699], [-0.151, -1.274, -3.474], [3.899, 2.901, -0.545], [4.080, -0.821, -3.527], [-4.629, 1.374, 1.604], [7.475, -0.019, 1.786], [-3.904, -0.071, -3.049], [0.616, 1.933, -4.781], [-1.368, -3.009, -1.991], [-1.452, -2.013, 2.940], [-1.299, 1.174, -5.980], [2.976, -3.967, 1.962], [-0.480, 1.282, 2.981], [0.892, 0.419, -6.583], [-0.515, -3.007, -4.788], [3.812, 1.072, 2.533], [-1.606, 4.124, 0.950], [-1.057, 0.299, 5.176], [-0.221, 5.480, -0.952], [-3.474, -4.208, 0.464], [-1.143, 3.444, -0.091], [3.090, -0.524, -0.574], [-2.390, 2.573, 4.420], [-4.797, -0.904, 2.626], [1.967, -6.229, 1.180], [-1.169, 0.622, 0.638], [2.900, 3.782, 3.243], [7.640, -2.067, 0.862], [1.849, -2.409, -4.572], [2.920, -2.563, -0.512], [0.282, -1.672, -0.334], [-2.843, -3.155, -0.437], [-2.707, 0.711, -2.030], [0.518, 1.682, 4.680], [3.146, 0.497, -2.880], [-0.482, 0.396, -6.781], [-2.072, 0.081, 4.854], [-1.443, 5.490, 1.093], [-4.096, -3.734, 1.219], [-5.076, -0.450, 3.576], [1.962, -3.583, 2.038], [1.417, 0.014, 1.604]], "forces_ev_per_a": [[-0.07, 0.01, 0.00], [-0.02, 0.11, 0.00], [-0.06, -0.03, -0.03], [-0.03, 0.00, -0.03], [0.04, 0.14, 0.01], [-0.13, -0.66, -0.29], [0.52, -0.02, 0.46], [0.08, 0.15, -0.03], [-0.05, 0.08, 0.08], [0.05, -0.14, -0.02], [0.01, 0.04, 0.04], [1.03, 0.22, 0.05], [0.29, -0.30, -0.24], [-0.18, 0.01, -0.20], [0.15, -1.31, -1.15], [0.02, -0.07, -0.10], [0.10, -0.14, -0.42], [0.03, 0.08, -0.10], [0.31, 0.22, 0.09], [0.63, 0.25, 1.15], [0.57, -0.07, 0.43], [0.19, 0.13, 0.10], [-0.11, -0.06, 0.07], [-0.54, 1.21, -0.53], [-0.91, 0.13, 1.72], [0.11, -0.20, -0.09], [0.05, -0.06, 0.09], [-0.06, 0.23, 0.79], [0.14, -0.12, 0.14], [-0.05, 0.32, 0.58], [-0.04, -0.08, -0.06], [0.11, 0.06, 0.21], [-0.79, -0.09, -0.35], [0.05, 0.22, 0.02], [0.06, 0.60, -0.80], [-0.08, -0.09, -0.04], [0.09, 0.08, -0.01], [-0.14, 0.05, -0.07], [-0.03, 0.05, 0.03], [0.15, -0.01, 0.06], [-0.46, 0.75, -0.08], [0.09, -0.09, -0.07], [0.02, 0.23, 0.18], [0.61, -0.12, 0.27], [-0.06, -0.17, -0.02], [0.05, -0.17, -0.24], [0.75, -0.55, 0.04], [-0.01, -0.10, -0.08], [-0.06, 0.03, -0.01], [0.05, -0.09, -0.01], [-0.16, 0.01, -0.13], [0.12, -0.10, -0.02], [-0.93, -0.04, -0.38], [-0.05, -0.09, 0.00], [-0.06, 0.00, -0.02], [-0.01, -0.01, 0.11], [0.03, -0.06, -0.02], [-1.04, -1.06, 0.54], [-0.13, 0.02, -0.10], [0.04, -0.16, 0.06], [0.26, 0.67, 0.22], [0.00, 0.11, -0.10], [-0.05, -0.05, 0.10], [-0.19, -0.12, -0.12], [0.06, 0.29, 0.32], [-0.01, 0.13, 0.03], [0.36, 0.08, 0.31], [-0.09, 0.40, -0.17], [0.04, 0.07, 0.04], [-1.20, 0.04, -0.42], [0.89, 0.06, 0.12], [-0.07, 0.06, 0.12], [0.04, -0.03, 0.02], [-0.09, -0.06, 0.34], [-0.03, -0.57, -0.55], [-0.06, 0.06, 0.09], [-0.09, -0.01, 0.11], [0.44, -0.64, -0.60], [-0.05, -0.09, -0.10], [-0.02, -0.01, 0.02], [0.36, -0.23, 0.14], [0.21, 0.70, 0.40], [0.36, 0.10, 0.19], [-0.02, -0.02, -0.18], [-0.01, -0.14, -0.12], [-0.01, 0.02, -0.10], [-0.08, 0.08, 0.05], [0.11, 0.01, 0.03], [-0.45, -0.37, -0.35], [-0.08, 0.03, -0.03], [-0.21, -0.11, 0.00], [-0.12, -0.03, 0.06], [-0.01, 0.16, 0.16], [0.14, 0.13, -0.21], [-0.06, -0.09, -0.03], [0.17, 0.41, -0.11], [-0.07, 0.32, -0.05], [0.02, 0.33, 0.21], [-0.12, 0.02, 0.01], [0.39, 0.16, -0.16], [0.11, -0.05, 0.00], [0.04, -0.05, -0.22], [-0.03, -0.02, -0.01], [0.33, -0.82, -0.17], [-0.13, 0.39, 0.34], [0.00, 0.02, 0.07], [0.25, 0.25, 0.12], [-0.47, -0.50, -0.46], [-0.57, -0.30, -0.25], [-0.22, -0.05, -0.09], [0.12, -0.11, 0.05], [0.11, 0.16, 0.00], [-0.11, -0.07, 0.12], [0.08, 0.07, -0.07], [-0.11, -0.01, 0.07], [-0.03, 0.00, 0.06], [-0.32, -0.03, -0.29], [0.05, 0.06, -0.52]]}

=====

{"formula": "C40H51NO4Si", "method": "ωB97M-V/def2-TZVPD", "homo_energy_ha": -0.193, "lumo_ev": -1.9344, "homo_lumo_gap_ha": 0.122, "multiplicity": 1, "elements": ["H", "H", "C", "C", "C", "C", "O", "C", "H", "H", "C", "C", "C", "C", "H", "H", "C", "C", "H", "C", "H", "H", "C", "H", "H", "H", "C", "C", "C", "C", "C", "H", "H", "C", "C", "H", "C", "H", "C", "H", "H", "H", "H", "H", "C", "H", "N", "H", "H", "H", "C", "H", "C", "H", "H", "H", "H", "H", "C", "O", "H", "H", "C", "C", "C", "C", "H", "H", "H", "H", "H", "C", "H", "H", "O", "H", "H", "C", "C", "C", "H", "C", "H", "H", "C", "C", "H", "H", "H", "C", "O", "H", "C", "Si", "H", "H", "C"], "coordinates": [[-0.719, 1.619, 3.605], [4.161, -1.746, -2.893], [3.223, -1.947, -3.384], [-1.869, 3.023, -0.893], [1.043, 1.028, -0.144], [1.479, -4.767, 0.570], [-0.450, 4.792, 2.061], [0.142, -5.045, 1.037], [-0.061, -1.117, -3.258], [-3.187, 2.460, -2.471], [-2.728, -6.862, 0.232], [3.642, -5.437, 0.299], [-1.186, 0.393, 0.840], [0.911, 7.344, 2.409], [-2.739, 4.765, 1.827], [-0.434, -8.438, 1.061], [-3.112, -5.374, 0.285], [-4.196, 3.574, -0.958], [4.381, -7.452, 0.047], [-1.160, 2.019, 2.685], [0.800, -6.625, 2.282], [-3.026, 6.740, 2.411], [1.808, 4.776, -2.003], [-2.994, -4.933, -0.712], [-4.184, -5.292, 0.511], [5.661, -6.251, 0.217], [-3.094, 2.969, -1.526], [0.704, 4.455, -1.241], [3.055, 4.842, -1.422], [2.082, 4.287, 0.690], [-2.080, 7.145, 2.758], [-1.024, 2.495, -1.301], [2.186, 4.139, 1.752], [1.961, -3.130, -5.041], [3.189, 4.606, -0.070], [0.822, 8.408, 2.206], [4.662, -6.528, 0.554], [-2.944, 1.440, 1.577], [-0.858, 6.913, -0.012], [0.079, 6.815, -0.551], [3.903, -4.504, 0.818], [-0.914, -6.390, 2.333], [3.084, -0.033, -1.525], [-1.186, 7.945, -0.086], [0.825, 4.180, 0.113], [4.716, -6.755, 1.619], [-0.026, 1.308, 0.655], [-2.384, 0.186, 2.674], [-1.726, 2.909, 2.979], [-1.969, 6.916, 3.814], [-0.064, -6.392, 1.647], [-1.742, 0.308, -0.099], [-2.328, -4.525, 1.293], [1.796, 6.963, 1.908], [1.943, 1.597, 0.006], [-1.065, -6.294, -1.038], [0.910, 2.444, 2.154], [4.063, -3.353, -4.747], [-0.947, -4.165, 0.805], [1.807, -3.699, 0.066], [3.918, 5.096, -2.017], [-1.445, -7.985, -1.128], [-0.071, 2.410, 1.667], [-2.042, 0.967, 1.983], [2.056, -1.306, -2.919], [-1.355, -7.152, -0.419], [-0.802, -0.606, 1.075], [-2.112, 8.224, 2.634], [-4.929, 4.681, 0.710], [3.552, -5.195, -0.769], [-2.759, -7.288, 1.242], [-0.242, -7.470, 0.582], [4.161, 4.665, 0.390], [-1.603, 6.282, -0.488], [2.363, -5.802, 0.748], [-0.136, -2.717, -5.102], [-2.854, -3.579, 1.473], [0.802, -2.504, -4.614], [-1.711, 3.721, 0.292], [-2.837, 4.286, 0.869], [-3.510, -7.406, -0.314], [-0.359, 3.802, 1.011], [1.920, -3.841, -5.850], [-5.152, 3.537, -1.456], [-4.069, 4.221, 0.252], [2.112, -0.377, -1.836], [-0.269, 4.456, -1.699], [-2.288, -5.011, 2.271], [1.020, 7.197, 3.479], [3.168, -2.849, -4.421], [-0.847, -3.109, 0.192], [0.053, -0.387, -1.345], [0.841, -1.612, -3.568], [-0.620, 6.462, 1.795], [1.695, 4.967, -3.058], [0.706, -7.589, 0.042], [1.006, 0.067, -1.133]], "forces_ev_per_a": [[0.07, 0.00, -0.30], [0.19, 0.05, 0.09], [-0.37, 0.45, 0.44], [0.11, -0.22, -0.01], [-2.15, 0.86, 2.22], [-2.60, 1.10, 0.22], [0.15, -0.44, -0.37], [0.35, -0.27, 0.25], [-0.21, 0.01, 0.05], [-0.02, -0.16, -0.13], [-0.04, -0.07, -0.20], [0.70, 0.53, -0.31], [-0.04, -0.47, -0.26], [-0.31, -0.47, -0.05], [-0.08, 0.08, 0.09], [-0.13, -0.04, -0.02], [-0.22, -0.12, 0.08], [-0.28, 0.05, -0.20], [-0.02, -0.02, -0.07], [0.04, -0.16, -0.10], [-0.13, -0.22, -0.13], [-0.16, 0.04, 0.01], [0.05, -0.01, -0.20], [0.08, -0.02, 0.06], [0.09, -0.08, 0.07], [-0.09, 0.17, -0.05], [0.00, -0.14, -0.19], [-0.17, -0.10, 0.06], [0.23, 0.08, -0.27], [0.00, -0.07, 0.20], [0.28, -0.53, -0.11], [0.04, 0.00, -0.30], [0.08, -0.05, 0.22], [0.06, 0.02, 0.09], [0.19, -0.03, 0.23], [0.00, 0.16, 0.00], [-0.40, -0.27, 0.19], [0.23, -0.05, 0.02], [0.13, -0.29, 0.28], [0.07, 0.07, -0.12], [0.29, -0.16, -0.24], [-0.06, -0.07, -0.11], [0.32, 0.16, 0.03], [-0.08, 0.22, 0.07], [-0.37, -0.10, -0.18], [0.03, 0.02, 0.06], [1.58, -0.17, -0.41], [0.26, 0.12, -0.27], [0.12, -0.20, -0.09], [-0.08, 0.04, 0.22], [0.11, -0.16, 0.37], [0.01, 0.02, 0.14], [-0.53, -0.11, 0.52], [0.19, 0.00, -0.05], [0.16, 0.42, 0.21], [0.01, -0.03, 0.19], [-0.15, 0.16, -0.11], [0.13, -0.02, -0.02], [1.34, -1.17, 0.46], [1.09, -0.08, -0.27], [0.12, 0.00, -0.07], [-0.03, -0.01, 0.18], [0.42, 0.07, 0.45], [-0.08, 0.25, -0.23], [-0.08, -0.75, -0.85], [-0.13, -0.08, -0.09], [0.02, 0.01, -0.15], [0.06, 0.16, 0.01], [-0.11, 0.05, 0.12], [0.33, -0.01, 0.12], [0.07, 0.08, 0.01], [0.07, -0.34, -0.07], [0.13, 0.05, 0.13], [-0.10, 0.01, -0.16], [0.18, -0.19, 0.08], [-0.11, -0.02, -0.02], [0.10, -0.06, -0.28], [-0.14, -0.01, -0.06], [0.24, -0.13, 0.26], [0.11, 0.03, 0.24], [0.10, 0.18, -0.04], [-0.25, 0.61, -0.10], [0.01, -0.09, -0.11], [-0.11, -0.02, -0.07], [-0.10, 0.06, 0.09], [-1.07, 0.55, 0.99], [-0.05, 0.01, -0.14], [-0.10, -0.21, -0.10], [0.12, 0.04, 0.19], [0.08, -0.18, -0.13], [-0.30, 2.28, -1.06], [-0.16, -0.21, 0.04], [0.38, 0.25, 0.31], [0.09, 0.41, -0.14], [-0.06, 0.09, -0.16], [-0.13, 0.06, 0.04], [0.34, -1.18, -1.19]]}

=====

> Which of these has the highest multiplicity?

C40H51N8O12P2S2Se2Yb

=====

> What is the multiplicity in the first record?

2